(1)
Entry from the Open Molecules 2025 dataset: C33H46BF3N6O5Pt as an isolated structure (ωB97M-V/def2-TZVPD).

Output
Kohn-Sham gap (hartree): 0.2221
Energy (eV): -66221.472
Charge: 0
Maximum force (eV Å⁻¹): 1.95
Energy relative to the best compared isomer or geometry (same formula, charge and spin) (kcal/mol): 0.00

Geometry as XYZ:
```
95
Properties=species:S:1:pos:R:3:forces:R:3:mulliken_charge:R:1
Pt -0.62336 1.91570 -0.24487 0.86 -0.64 -1.20 1.97
F 0.16520 4.47046 0.56154 0.17 0.09 -0.07 -0.23
F 0.26852 3.03080 2.16961 0.01 -0.12 0.00 -0.20
F -1.62879 3.85402 1.55778 -0.16 -0.13 0.06 -0.22
O -0.46009 5.59209 -5.24868 0.00 -0.18 0.39 -0.56
O 1.87080 4.21073 -4.02133 -0.57 -0.02 0.09 -0.62
O -1.82000 3.24777 -1.31535 -0.81 -0.61 0.95 -1.23
O 0.77121 2.66027 -1.67587 -0.60 -0.71 1.71 -0.58
O -2.77099 5.18467 -3.41772 0.30 -0.14 -0.05 -0.64
N 0.34761 -0.74740 -0.96171 0.16 0.25 0.03 1.45
N -0.82477 -0.54918 1.24999 -0.20 0.15 0.17 1.29
N -1.55924 0.61295 1.14863 0.07 0.54 -0.23 -0.96
N -0.50393 0.17799 -1.49585 -0.61 -0.18 -0.12 -0.83
N 2.49201 0.65861 0.32742 0.17 -0.15 -0.45 -0.38
N 1.89669 -0.31258 1.11291 0.14 -0.18 0.08 0.93
C 4.64943 1.79081 0.11298 0.07 0.14 0.00 0.36
C -5.06633 1.05937 1.25425 0.01 -0.09 0.00 -1.54
C 0.57375 -1.71141 -1.88840 0.05 0.00 -0.10 -0.44
C -1.15545 3.79653 -2.28576 0.15 0.10 -0.17 0.44
C 0.16624 3.49813 -2.45740 -0.04 0.56 -0.77 0.95
C -0.17319 -1.39128 -3.00826 0.01 -0.01 0.12 -0.87
C 0.72158 -4.19726 -2.03103 0.03 0.03 -0.02 -1.47
C 2.30657 -2.96995 -0.52072 0.11 0.06 0.06 -1.05
C -2.71184 0.45379 1.77683 -0.14 -0.01 -0.17 -0.69
C 2.80415 -0.76612 2.05568 0.08 0.40 0.32 0.37
C -1.88958 -3.63265 0.75091 -0.01 0.05 -0.03 -1.65
C -1.65887 4.72100 -3.30243 -0.49 0.16 0.11 0.14
C 3.71167 0.81604 0.75533 0.06 -0.03 0.10 -0.21
C -1.58523 -1.46652 1.87827 -0.10 0.01 0.18 -0.96
C -3.88979 2.06715 3.25410 0.06 -0.06 0.00 -1.60
C -1.98137 -0.02916 -4.93513 0.03 -0.01 0.05 -1.95
C -0.46173 4.96554 -4.22402 0.04 0.13 -0.37 0.27
C -3.73508 1.54572 1.82406 0.01 0.06 -0.02 1.09
C 1.49349 -2.89572 -1.79704 0.08 0.01 -0.03 0.71
C 2.63503 -1.62896 3.28246 -0.03 -0.04 0.06 0.40
C -0.45022 3.40746 1.08819 0.18 0.34 -0.03 0.50
C 5.49460 1.07506 -0.94461 -0.02 -0.07 0.04 -1.42
C -1.21189 -2.91065 1.92172 0.11 -0.08 0.06 3.27
C 2.59407 -3.15037 3.10493 -0.09 0.03 -0.01 -1.39
C 3.90704 2.97935 -0.49094 -0.03 -0.08 -0.06 -1.22
C 3.95375 -0.05318 1.84555 -0.04 -0.21 -0.11 -0.99
C -0.84217 -0.20092 -2.71816 0.03 0.07 0.01 -0.98
C -1.80853 0.58892 -3.55004 0.01 0.04 -0.13 2.04
C -1.57130 -3.57108 3.24996 0.06 0.03 -0.03 -1.78
C 0.72630 4.20904 -3.61936 0.78 -0.13 0.11 0.06
C -2.76200 -0.85725 2.27635 0.17 0.03 -0.23 -0.26
C 1.52361 -1.09486 4.18382 -0.07 -0.06 -0.03 -1.40
C -3.15922 0.71766 -2.84212 -0.01 -0.13 0.09 -1.09
B 0.55586 -0.42728 0.53219 -0.96 -0.53 -0.48 0.23
H -2.65383 -3.64159 3.35973 -0.04 0.03 0.02 0.44
H 4.61489 3.66440 -0.95647 0.02 0.03 0.00 0.44
H 3.24244 -3.47037 2.29501 0.09 -0.05 -0.11 0.32
H 1.65361 -3.01454 0.35031 -0.06 -0.05 0.14 -0.19
H -5.79525 1.86792 1.26359 -0.01 0.04 -0.01 0.46
H -4.68681 2.80732 3.30099 -0.02 0.05 -0.02 0.45
H -2.96853 2.53303 3.60172 0.02 0.00 0.02 0.36
H -0.13201 -2.97119 1.77141 0.13 -0.01 0.03 -1.67
H 1.59894 -3.55422 2.93150 -0.18 0.07 -0.13 0.15
H 0.55022 -1.13155 3.69201 -0.06 -0.06 -0.04 0.22
H 2.95770 -3.61646 4.02139 -0.03 -0.02 0.02 0.49
H -3.82755 1.35504 -3.41872 -0.02 0.04 -0.01 0.41
H -1.17909 -3.01228 4.09749 0.05 0.02 0.05 0.37
H -3.36049 2.35844 1.19696 -0.07 -0.04 0.00 -0.24
H 6.02555 0.21936 -0.52325 0.01 0.00 0.00 0.37
H 0.00020 -4.36601 -1.23238 -0.03 -0.01 0.04 0.15
H 1.46163 -1.68217 5.10058 -0.01 -0.01 0.03 0.43
H -5.46939 0.23691 1.84846 -0.01 -0.01 0.02 0.34
H -1.38643 1.58948 -3.68280 0.00 0.01 0.07 -0.61
H -0.20513 -1.94753 -3.92661 -0.01 -0.04 -0.06 0.69
H -3.57561 -1.31823 2.80502 -0.07 -0.02 0.05 0.60
H -1.47628 -4.63351 0.62827 -0.01 -0.04 0.02 0.47
H 6.22820 1.75674 -1.37281 0.02 0.03 -0.01 0.44
H 1.41170 -5.04053 -2.05070 0.02 -0.02 0.00 0.48
H 4.85300 0.71553 -1.75031 -0.02 0.00 -0.03 0.26
H 5.32081 2.15101 0.90035 0.00 -0.02 -0.02 0.41
H -2.40786 -1.03198 -4.86142 -0.01 -0.02 0.00 0.38
H 2.90400 -3.88157 -0.52129 0.04 0.00 0.01 0.64
H 3.57846 -1.45385 3.80668 -0.07 0.09 0.01 0.48
H -1.03247 -0.09662 -5.46780 0.01 0.01 -0.01 0.44
H -4.95398 0.71177 0.22724 0.00 0.00 -0.03 0.28
H 1.71374 -0.05573 4.45051 -0.01 0.02 0.01 0.35
H -2.95990 -3.72632 0.93696 -0.03 0.02 0.00 0.35
H -2.66045 0.57845 -5.53167 0.00 0.02 0.00 0.46
H -1.17018 -4.58371 3.29042 -0.01 -0.02 -0.02 0.43
H 2.19249 -2.77152 -2.63168 -0.01 -0.03 0.03 0.50
H -3.05849 1.15096 -1.84746 0.00 0.04 -0.05 -0.09
H 2.97578 -2.11614 -0.40171 -0.03 -0.03 -0.02 0.14
H 0.29811 0.91655 0.53597 1.31 1.30 0.10 0.12
H -3.62323 -0.26741 -2.74333 -0.01 -0.02 -0.02 0.42
H -1.75964 -3.08381 -0.18317 0.04 -0.02 -0.03 0.30
H 0.18011 -4.18129 -2.97531 -0.02 0.01 -0.01 0.42
H 3.19802 2.64859 -1.25182 0.05 0.05 0.05 0.05
H -4.14107 1.25421 3.93796 -0.04 -0.01 0.01 0.33
H 3.34645 3.52311 0.26992 -0.03 0.01 0.00 0.32
H 4.85335 -0.13254 2.43160 0.05 -0.01 0.03 0.57
```
Forces are in eV/Å.

***

(2)
Entry from the Open Molecules 2025 dataset: C6H4Cl3NO3S as an isolated structure (ωB97M-V/def2-TZVPD).

Output
Kohn-Sham gap (hartree): 0.2380
Energy (eV): -62315.324
Charge: 0
Maximum force (eV Å⁻¹): 5.87
Energy relative to the best compared isomer or geometry (same formula, charge and spin) (kcal/mol): 21.16

Geometry as XYZ:
```
18
Properties=species:S:1:pos:R:3:forces:R:3:nbo_charge:R:1
Cl -3.79312 -1.32758 0.33309 -0.18 -0.18 -0.08 0.78
Cl -4.76259 1.06774 -0.63504 -0.03 0.19 -0.74 0.28
Cl 4.63480 -0.05000 -0.08753 -0.11 -0.34 0.00 0.01
S -1.55708 0.18557 -0.00053 3.11 -0.11 -0.16 2.39
O -1.77039 -1.15689 0.71960 -1.09 0.07 0.01 -0.86
O -1.89886 1.32513 0.77984 -1.01 0.30 0.48 -0.94
O -1.95335 0.10153 -1.36672 -1.24 0.00 -0.83 -0.97
N -4.51488 0.00863 0.60867 -0.87 -0.30 1.16 -0.47
C 0.16496 0.09689 -0.04776 1.45 -0.06 -0.05 -0.38
C 2.16588 -0.91201 -0.90503 0.50 0.57 -0.30 -0.23
C 0.91049 0.80897 0.88985 -0.23 0.00 0.34 -0.15
C 2.27351 0.75938 0.89756 0.12 -2.70 -2.87 -0.24
C 2.89877 -0.11542 -0.00288 -1.01 -0.03 -0.54 -0.01
C 0.77466 -0.73154 -1.00568 3.40 2.24 4.23 -0.14
H 0.47260 1.39915 1.66351 -0.77 0.35 0.07 0.24
H 2.76042 -1.54896 -1.58060 -0.67 0.29 0.27 0.23
H 2.97981 1.27219 1.41648 1.08 1.93 2.17 0.23
H 0.21437 -1.18276 -1.67683 -2.44 -2.23 -3.15 0.22
```
Forces are in eV/Å.